{
  "formula": "C17H30FN3O6S",
  "method": "wB97M-V/def2-TZVPD",
  "symbols": ["C", "C", "C", "C", "O", "N", "C", "C", "F", "C", "O", "N", "C", "C", "S", "O", "O", "O", "C", "C", "N", "O", "C", "C", "C", "C", "C", "C", "H", "H", "H", "H", "H", "H", "H", "H", "H", "H", "H", "H", "H", "H", "H", "H", "H", "H", "H", "H", "H", "H", "H", "H", "H", "H", "H", "H", "H", "H"],
  "positions_angstrom": [[-2.31992, -2.40317, 3.42998], [-1.92500, -2.32347, 1.95799], [-3.05801, -1.65339, 1.16731], [-2.77838, -1.71767, -0.31698], [-2.62524, -2.77159, -0.90430], [-2.69010, -0.53307, -0.98772], [-2.38663, 0.81858, -0.51794], [-1.50674, 1.00156, -1.77906], [-1.88982, 2.05511, -2.59346], [-0.01548, 1.06242, -1.44680], [0.64114, 0.03494, -1.45115], [0.51189, 2.24677, -1.04826], [1.92955, 2.24333, -0.69067], [2.83650, 2.06744, -1.90455], [4.53256, 2.02499, -1.41840], [5.34657, 1.76523, -2.56417], [4.78496, 3.12991, -0.55267], [4.58291, 0.72722, -0.48589], [-0.21587, 3.49404, -1.00382], [-0.12781, 4.28161, -2.31179], [-1.03295, 5.28459, -2.42827], [0.72219, 4.04902, -3.14234], [-1.99436, -0.36759, -2.26794], [-0.58932, -1.58551, 1.75504], [0.67493, -2.45574, 1.61982], [0.82292, -3.42725, 2.79022], [1.88479, -1.51913, 1.58954], [0.62882, -3.23464, 0.30294], [-2.49054, -1.40104, 3.83379], [-3.23862, -2.97804, 3.56159], [-1.54120, -2.87166, 4.03024], [-1.83437, -3.33702, 1.55990], [-3.99341, -2.18970, 1.34129], [-3.20174, -0.62514, 1.50979], [-3.25326, 1.48385, -0.51367], [-1.85768, 0.87968, 0.43442], [2.15589, 3.18634, -0.19761], [2.10613, 1.43287, 0.01661], [2.62813, 1.13389, -2.42416], [2.73907, 2.89926, -2.60101], [4.87217, -0.02672, -1.02040], [-1.25892, 3.32648, -0.73823], [0.21499, 4.11116, -0.21298], [-1.84181, 5.32782, -1.83450], [-1.05488, 5.79302, -3.29650], [-1.21609, -1.10715, -2.43852], [-2.66288, -0.29036, -3.12530], [-0.62783, -0.97995, 0.84214], [-0.44844, -0.88077, 2.58471], [0.00177, -4.14582, 2.82624], [1.75069, -3.99474, 2.68936], [0.85811, -2.89666, 3.74520], [1.80891, -0.82454, 0.74973], [1.96113, -0.94185, 2.51479], [2.81049, -2.08746, 1.47180], [0.58881, -2.54795, -0.54526], [1.52341, -3.85341, 0.19911], [-0.24210, -3.88895, 0.24076]],
  "forces_ev_per_angstrom": [[0.01, 0.00, 0.01], [-0.03, -0.01, -0.02], [0.01, 0.00, 0.00], [0.04, 0.00, 0.02], [-0.01, 0.00, 0.00], [-0.01, 0.00, -0.01], [0.01, 0.00, 0.00], [-0.01, 0.01, -0.01], [0.00, 0.01, 0.00], [-0.02, -0.01, 0.05], [0.00, 0.01, -0.02], [0.03, 0.01, -0.04], [-0.01, -0.01, 0.01], [-0.02, -0.01, -0.01], [0.02, 0.02, 0.02], [0.00, 0.00, -0.01], [0.00, 0.00, -0.01], [0.00, -0.01, 0.00], [-0.01, -0.01, 0.02], [-0.02, -0.06, -0.03], [-0.02, 0.01, 0.01], [0.02, 0.02, 0.01], [0.00, 0.00, 0.00], [0.01, 0.02, 0.00], [0.00, 0.00, 0.00], [0.00, 0.00, 0.01], [0.00, 0.00, 0.00], [-0.01, 0.00, 0.00], [0.00, 0.00, 0.00], [0.00, 0.00, 0.00], [0.00, 0.00, 0.00], [0.00, 0.00, 0.01], [0.00, 0.00, 0.00], [0.00, 0.00, 0.00], [0.00, 0.00, 0.00], [0.00, 0.00, 0.00], [0.01, 0.00, 0.00], [0.00, 0.00, 0.00], [0.00, 0.00, 0.00], [0.00, 0.00, 0.00], [0.00, 0.00, 0.00], [0.00, 0.00, 0.01], [-0.01, 0.01, 0.00], [0.02, 0.01, 0.00], [0.01, 0.00, 0.01], [0.00, -0.01, 0.00], [0.00, 0.00, 0.00], [0.00, 0.00, 0.00], [0.00, 0.00, 0.00], [0.00, 0.00, 0.00], [0.00, 0.00, 0.00], [0.00, 0.00, 0.00], [0.00, 0.00, 0.00], [0.00, 0.00, 0.00], [0.00, 0.00, 0.00], [0.00, 0.01, -0.01], [0.00, 0.00, 0.00], [0.01, 0.00, 0.00]],
  "orbital_gap_ev": 9.91,
  "total_charge": 0,
  "fmax_ev_per_a": 0.07,
  "lumo_energy_ev": 0.18
}